The following is a quantum chemistry calculation of C17H29N5O7 in the gas phase, from OMol25.

```
! RIJCOSX wB97M-V def2-TZVPD def2/J DEFGRID3
* xyz 0 1
C 0.514 4.649 -1.398
O 1.311 3.546 -1.006
C 1.609 2.679 -2.086
C 2.431 1.526 -1.578
O 1.629 0.794 -0.669
C 2.238 -0.369 -0.147
C 1.605 -1.647 -0.674
O 1.854 -2.719 -0.158
N 0.713 -1.485 -1.689
C -0.358 -2.445 -1.862
C -1.728 -1.760 -1.858
O -1.926 -0.967 -3.018
C -1.990 -1.667 -4.246
C -2.823 -2.800 -1.578
C -2.792 -2.964 -0.050
N -2.175 -1.724 0.423
C -1.811 -1.573 1.722
O -2.066 -2.430 2.552
C -1.080 -0.287 2.068
C -0.745 -0.198 3.547
C -0.083 1.123 3.915
N 1.217 1.310 3.284
C 1.546 2.030 2.165
O 0.593 2.677 1.500
N 2.810 1.962 1.897
N 3.382 1.142 2.882
C 2.419 0.792 3.664
O 2.491 0.019 4.758
C -1.900 -0.816 -0.669
H 0.329 5.247 -0.509
H 1.037 5.258 -2.141
H -0.440 4.314 -1.817
H 0.676 2.312 -2.535
H 2.172 3.221 -2.855
H 2.738 0.901 -2.426
H 3.322 1.898 -1.062
H 3.314 -0.387 -0.337
H 2.119 -0.386 0.937
H 0.514 -0.528 -1.936
H -0.243 -3.022 -2.782
H -0.288 -3.157 -1.038
H -2.312 -0.947 -4.996
H -1.019 -2.069 -4.545
H -2.717 -2.483 -4.208
H -3.780 -2.390 -1.908
H -2.661 -3.749 -2.089
H -3.787 -3.097 0.376
H -2.189 -3.815 0.270
H -0.166 -0.229 1.468
H -1.688 0.569 1.759
H -1.658 -0.304 4.136
H -0.099 -1.029 3.835
H -0.701 1.969 3.611
H 0.065 1.184 4.992
H 0.939 2.917 0.611
H 3.415 -0.242 4.857
H -1.027 -0.197 -0.479
H -2.748 -0.156 -0.883
*
```

As for the SMILES: COCCOCC(=O)NC[C@@]1(OC)CCN(C(=O)CCCn2c(O)nnc2O)C1. As for the highest occupied orbital energy: -8.4 eV. As for the energy: -1465.662028 hartree. The energy above the lowest of the compared OMol25 structures with the same formula, charge and spin comes out at 42.1 kJ/mol.